# 1
Entry from the Open Molecules 2025 dataset: an isolated ion of composition C3HN2O4S and charge -1 in a non-equilibrium geometry (ωB97M-V/def2-TZVPD).

Geometry as XYZ:
```
11
Properties=species:S:1:pos:R:3
C 0.169 0.084 1.633
C -1.290 0.464 -0.386
C 0.054 -0.284 0.254
N 0.192 0.314 2.767
N 1.177 0.170 -0.503
O 1.742 1.206 -0.126
O -1.962 -0.223 -1.111
O 1.543 -0.532 -1.466
O -0.094 -1.679 -0.023
S -1.286 2.064 -0.075
H -0.246 -1.583 -0.963
```

structure (SMILES) = N#C[C@@](O)(C([O-])=S)[N+](=O)[O-]
net charge = -1
HOMO-LUMO gap = 7.479 eV

---

# 2
Entry from the Open Molecules 2025 dataset: a 2-piece molecular cluster, C3HN3O overall in a non-equilibrium geometry (ωB97M-V/def2-TZVPD).

Geometry as XYZ:
```
8
Properties=species:S:1:pos:R:3
C -2.727 -0.591 -0.010
C -1.566 1.408 0.044
C 0.126 -0.758 0.012
N -3.595 -1.345 -0.061
N -1.318 2.506 0.292
N -1.671 0.124 -0.108
O 0.107 -1.878 0.392
H 0.608 0.142 -0.339
```

net charge = 0
HOMO-LUMO gap = 8.386 eV

---

# 3
Entry from the Open Molecules 2025 dataset: a 3-piece molecular cluster, C3HNO3 overall in a non-equilibrium geometry (ωB97M-V/def2-TZVPD).

Geometry as XYZ:
```
8
Properties=species:S:1:pos:R:3
C -2.023 0.158 1.237
C 0.236 0.897 -1.393
C 1.757 -1.010 -0.360
N -1.466 0.153 0.261
O 0.823 1.769 -0.979
O 0.995 -1.627 0.230
O 2.474 -0.443 -1.051
H -2.796 0.102 2.055
```

spin multiplicity = 3
net charge = 0
HOMO-LUMO gap (spin up / spin down) = 6.690 / 8.944 eV
expectation value of S² = 2.0088